Entry 1:
Density functional theory data (ωB97M-V/def2-TZVPD) for C9H12FeNS4Sb as an isolated structure.

ORCA input file:
```
! wB97M-V def2-TZVPD RIJCOSX def2/J DEFGRID3
* xyz -1 6
Fe 0.2427 -1.1003 -1.0626
S 1.7295 -3.4591 -4.3793
Sb 1.4237 -2.9943 -2.1942
S -1.7184 -1.8953 -1.3926
S 2.3767 -0.8390 -1.5687
S 2.7806 -4.6620 -1.1507
C -0.0292 -2.0042 1.9917
N 0.2027 -0.7919 1.2199
C 1.4136 -0.1052 1.6491
C -0.9633 0.0930 1.2993
C -0.9189 1.1394 0.2188
C -1.2765 2.4637 0.4498
C -1.2649 3.3804 -0.5955
C -0.8782 2.9643 -1.8674
C -0.4955 1.6425 -2.0878
C -0.5093 0.7203 -1.0452
H -0.2183 -1.7759 3.0522
H 0.8426 -2.6564 1.9261
H -0.8881 -2.5282 1.5738
H 1.3229 0.2186 2.6971
H 1.5893 0.7639 1.0175
H 2.2670 -0.7718 1.5426
H -1.0453 0.5415 2.3021
H -1.8351 -0.5429 1.1364
H -1.5688 2.7800 1.4471
H -1.5472 4.4112 -0.4192
H -0.8625 3.6754 -2.6859
H -0.1717 1.3322 -3.0742
*
```

Computed properties:
ΔE to the lowest compared entry with this formula, charge and spin in kJ/mol: 229.5
Largest force on an atom in eV Å⁻¹: 0.90
Frontier orbital gap (spin up / spin down) in Ha: 0.2404 / 0.1948



Entry 2:
Density functional theory data (ωB97M-V/def2-TZVPD) for C9H12I3MgNO3S as an isolated structure at a distorted geometry.

ORCA input file:
```
! wB97M-V def2-TZVPD RIJCOSX def2/J DEFGRID3
* xyz -2 1
Mg -1.5797 0.0222 0.1805
I -2.4738 2.6186 0.6427
C -4.9420 1.9559 0.6675
I -4.9699 -0.2155 0.5729
H -5.5585 2.2934 -0.1705
H -5.4495 2.2080 1.6028
N 0.0689 0.5932 -0.4596
C 1.1803 0.0903 -0.9458
C 2.4928 0.5368 -0.5194
C 3.6642 0.0101 -1.0194
C 3.6687 -0.9988 -1.9885
C 2.4268 -1.4716 -2.4272
C 1.2411 -0.9641 -1.9414
H 2.5271 1.3070 0.2454
H 4.6137 0.3858 -0.6405
H 4.5956 -1.4178 -2.3655
H 2.3992 -2.2630 -3.1748
H 0.2918 -1.3625 -2.2887
I -0.1884 5.4491 0.8596
C -0.3626 3.2531 0.6745
H 0.1523 2.9309 -0.2238
H 0.1293 2.8695 1.5619
C 0.4087 -2.4340 1.3569
S -1.3348 -2.0531 1.4385
O -1.8184 -1.9745 0.0501
O -1.9492 -3.1137 2.2081
O -1.4255 -0.7240 2.0666
H 0.5067 -3.4229 0.9148
H 0.7839 -2.4269 2.3778
H 0.9012 -1.6813 0.7446
*
```

Computed properties:
Largest force on an atom in eV Å⁻¹: 2.87
Frontier orbital gap in Ha: 0.1469



Entry 3:
Density functional theory data (ωB97M-V/def2-TZVPD) for C9H12N16O3RuSbSe4 as an isolated structure.

ORCA input file:
```
! wB97M-V def2-TZVPD RIJCOSX def2/J DEFGRID3
* xyz -2 2
Ru -0.7412 0.5017 -0.0763
N -1.1691 0.6704 1.9502
N -0.0173 0.5257 2.7436
C 1.1710 0.8460 2.2306
N 2.2351 0.8089 3.0412
N 1.1614 1.1722 0.9320
N 2.2514 1.7743 0.3719
O 3.3291 1.8360 0.9880
O 2.0994 2.2231 -0.7354
H -1.5738 1.6010 2.0968
H -1.8345 -0.0650 2.2840
H -0.1294 0.0709 3.6377
H 2.1100 0.5773 4.0090
H 3.1339 1.0201 2.6349
N -1.0674 2.8589 -2.5724
C -1.2657 3.3219 -1.2844
N -1.5291 4.5771 -0.9535
N -1.6689 4.5452 0.3836
N -1.4760 3.3456 0.8268
N -1.2361 2.5390 -0.2201
C -0.2908 1.7391 -2.8307
N 0.3694 1.5852 -3.9597
N 0.9665 0.3817 -3.8357
N 0.6867 -0.1514 -2.6994
N -0.1282 0.6854 -2.0240
H -0.9472 3.5836 -3.2613
Se -2.8391 -1.8446 3.1890
Sb -2.5021 -2.3363 0.7875
Se -3.0220 -0.1209 -0.4236
Se -0.1181 -1.9374 0.2010
Se -3.6165 -4.3080 -0.0212
N 7.3930 0.3612 1.2406
C 7.0839 -0.0724 -0.0234
O 7.9166 -0.1115 -0.9088
C 5.6681 -0.5100 -0.2013
C 5.0282 -0.2528 -1.4031
C 3.6861 -0.5880 -1.5331
N 2.9928 -1.1673 -0.5560
C 3.6203 -1.4480 0.5803
C 4.9506 -1.1334 0.8140
H 8.2862 0.8154 1.3360
H 6.6468 0.6840 1.8321
H 5.5656 0.2253 -2.2108
H 3.1294 -0.3749 -2.4388
H 3.0164 -1.9403 1.3377
H 5.4146 -1.3867 1.7600
*
```

Computed properties:
ΔE to the lowest compared entry with this formula, charge and spin in kJ/mol: 136.0
Largest force on an atom in eV Å⁻¹: 0.65
Frontier orbital gap (spin up / spin down) in Ha: 0.2134 / 0.2091



Entry 4:
Density functional theory data (ωB97M-V/def2-TZVPD) for a 2-piece molecular cluster, C9H12N2 overall at a distorted geometry.

ORCA input file:
```
! wB97M-V def2-TZVPD RIJCOSX def2/J DEFGRID3
* xyz 0 3
C 2.3766 1.2281 -0.0203
C 1.1951 1.3560 -0.3373
C -3.2511 1.4426 0.6539
C -2.3074 0.5193 1.1272
C -2.4896 0.3969 -1.0622
C 3.7803 0.8335 0.0511
C 0.1220 -1.1972 1.1487
C 0.0078 -1.4557 -1.3788
C -0.5949 -0.8949 -0.1008
N -3.3317 1.3624 -0.7127
N -1.6961 -0.1051 0.0322
H -3.7885 2.1944 1.2365
H -1.9511 0.4980 2.0675
H -2.4261 0.0414 -2.0405
H 4.1041 0.4167 -0.9036
H 3.9449 0.3208 1.0247
H 4.5727 1.6232 0.1543
H 0.6579 -0.2955 1.4078
H 0.9414 -1.8792 0.7985
H -0.5670 -1.5563 1.9568
H 0.4941 -2.3693 -1.1734
H 0.8658 -0.8564 -1.7043
H -0.6593 -1.6237 -2.2255
*
```

Computed properties:
ΔE to the lowest compared entry with this formula, charge and spin in kJ/mol: 271.5
Largest force on an atom in eV Å⁻¹: 4.21
Frontier orbital gap (spin up / spin down) in Ha: 0.2623 / 0.1994



Entry 5:
Density functional theory data (ωB97M-V/def2-TZVPD) for one molecule with the formula C9H12N2O3 at a distorted geometry.

ORCA input file:
```
! wB97M-V def2-TZVPD RIJCOSX def2/J DEFGRID3
* xyz 0 1
C -1.0459 -0.9259 2.0170
O -2.0264 -0.3375 1.2020
C -1.8892 -0.8357 -0.1979
C -0.4930 -0.9234 -0.6028
C 0.2170 -2.1099 -0.8322
C 1.6009 -2.0346 -0.9012
C 2.3358 -0.9106 -0.6641
C 1.7519 0.3339 -0.5786
C 0.3692 0.2784 -0.5001
C -0.3633 1.6992 -0.0300
N 0.5215 2.1838 1.0154
N -0.4168 2.3398 -1.3571
O -1.3818 1.9905 -2.0129
O 0.5237 3.0452 -1.7146
H -1.2240 -2.0344 2.0002
H -1.1517 -0.4887 3.0355
H -0.0937 -0.6325 1.6785
H -2.4827 -0.0530 -0.8034
H -2.2840 -1.8942 -0.2333
H -0.3715 -3.0517 -0.8918
H 2.2476 -2.8315 -0.9973
H 3.3790 -1.0639 -0.7553
H 2.2508 1.2735 -0.4199
H -1.3553 1.5874 0.1836
H 1.3398 2.6698 0.6493
H 0.0424 2.7260 1.7110
*
```

Computed properties:
Structure (SMILES): COCc1ccccc1[C@@H](N)[N+](=O)[O-]
ΔE to the lowest compared entry with this formula, charge and spin in kJ/mol: 519.3
Largest force on an atom in eV Å⁻¹: 5.48
Frontier orbital gap in Ha: 0.3500



Entry 6:
Density functional theory data (ωB97M-V/def2-TZVPD) for C9H12N2OS as an isolated structure at a distorted geometry.

ORCA input file:
```
! wB97M-V def2-TZVPD RIJCOSX def2/J DEFGRID3
* xyz 0 1
C 4.4744 -1.0347 -0.3993
C 3.8228 0.0950 0.4902
C 1.1304 0.2955 -0.0465
C -1.2296 0.9326 -0.2704
C -1.3914 -0.5377 -0.5021
C -2.7863 -0.9292 -0.5281
C -3.8350 -0.1710 -0.1231
C -3.5362 1.1456 0.0913
C -2.2779 1.7362 0.1109
H 4.6656 -1.8616 0.6833
H 5.3822 -0.8486 -1.3336
H 3.5318 -1.5266 -0.9718
H 3.1276 -0.6116 1.3175
H 4.5814 0.7061 1.4947
H 0.1614 -1.1316 0.5799
H 0.6387 2.1556 -0.1863
H -0.4498 -1.1769 -0.6167
H -2.7057 -2.1948 -0.6334
H -5.6776 -0.3598 0.5844
H -4.3680 1.9479 0.3725
H -2.2013 2.7927 0.5526
N 1.1553 -0.8763 0.5285
N 0.1628 1.1066 -0.4794
O -5.0984 -0.7658 -0.1852
S 2.7227 1.1125 -0.5299
*
```

Computed properties:
ΔE to the lowest compared entry with this formula, charge and spin in kJ/mol: 744.1
Largest force on an atom in eV Å⁻¹: 8.43
Frontier orbital gap in Ha: 0.3342



Entry 7:
Density functional theory data (ωB97M-V/def2-TZVPD) for an isolated ion of composition C9H12N3O2 and charge +1 at a distorted geometry.

ORCA input file:
```
! wB97M-V def2-TZVPD RIJCOSX def2/J DEFGRID3
* xyz 1 1
C 0.1804 -2.8254 1.4021
C 0.3540 -2.1640 0.4149
C 0.5330 -1.2270 -0.7095
N -0.1786 0.0174 -0.4716
C -1.5646 0.0053 -0.1839
C -2.3829 1.0371 -0.0139
C -1.9829 2.4452 0.2659
C 0.6640 0.8734 0.3130
C 2.0247 0.4578 -0.0157
N 3.1564 1.2032 0.2391
O 2.9122 2.3714 0.4802
O 4.2040 0.5527 0.1296
N 1.9784 -0.7528 -0.4904
C 2.9961 -1.7081 -0.6372
H -0.2038 -3.3483 2.2495
H 0.3451 -1.5611 -1.6891
H -1.8900 -0.9775 -0.4908
H -3.4339 0.7467 -0.3115
H -1.4565 2.4526 1.2428
H -2.8401 3.0704 0.3282
H -1.3362 2.8083 -0.4724
H 0.4410 1.8918 0.2640
H 0.4785 0.6886 1.3550
H 2.9902 -2.3086 0.3178
H 2.6347 -2.3341 -1.5370
H 3.9696 -1.3167 -0.6848
*
```

Computed properties:
Structure (SMILES): C#C[C@H]1N(/C=C\C)CC([N+](=O)[O-])=[N+]1C
ΔE to the lowest compared entry with this formula, charge and spin in kJ/mol: 648.4
Largest force on an atom in eV Å⁻¹: 5.02
Frontier orbital gap in Ha: 0.2069



Entry 8:
Density functional theory data (ωB97M-V/def2-TZVPD) for a 2-piece molecular cluster, C9H12N3O2S overall at a distorted geometry.

ORCA input file:
```
! wB97M-V def2-TZVPD RIJCOSX def2/J DEFGRID3
* xyz 1 1
C -2.3664 1.4608 -0.4396
C -2.0441 0.7943 0.7370
C -0.6640 0.0360 -0.9002
C 1.0749 -2.9804 1.4006
C 1.8620 2.2138 -1.0523
C 0.0394 -2.2478 0.9639
C 1.9939 1.1251 -1.7389
C -0.3286 -0.8700 1.4182
C 1.9694 -0.2315 -1.1865
N -0.9802 -0.0263 0.4388
N -1.5442 0.9242 -1.4419
N -2.6367 1.1295 2.0510
O -3.2678 2.1489 2.0814
O -2.5364 0.3884 3.0163
S 2.3741 -1.6420 -2.0099
H -3.1619 2.2831 -0.6074
H 1.3544 -3.9411 1.0524
H 1.8167 -2.6384 2.0617
H 1.8986 3.2241 -1.4816
H 1.6181 2.1561 -0.0166
H -0.5495 -2.5393 0.0865
H 1.9711 1.2899 -2.8653
H 0.6287 -0.4029 1.7779
H -0.9188 -1.0410 2.3395
H 2.1136 -0.3551 -0.0842
H -1.7035 1.0015 -2.4034
H 1.9875 -1.2599 -3.1973
*
```

Computed properties:
ΔE to the lowest compared entry with this formula, charge and spin in kJ/mol: 644.7
Largest force on an atom in eV Å⁻¹: 4.03
Frontier orbital gap in Ha: 0.2660



E_tot list, top to bottom, in eV: -95284.540; -57742.790; -310018.802; -12499.849; -18645.521; -25383.047; -18077.955; -28913.880